The following is a DFT calculation (ωB97M-V/def2-TZVPD) of 8 unconnected molecules or ions with the total composition C47H54F3N8O2P at a distorted geometry.

Last column: Löwdin charge in e.
Element x y z (Å)
C (4.52, 5.80, -2.48)  0.018
C (3.66, 5.31, -1.58)  -0.141
C (3.01, 3.95, -1.57)  -0.173
C (2.68, 3.50, -0.15)  -0.434
O (2.96, 4.04, 0.89)  0.115
N (1.94, 2.31, -0.30)  0.079
C (0.93, 2.75, -1.32)  -0.177
C (1.76, 3.51, -2.40)  -0.429
C (2.04, 2.40, -3.48)  -0.134
C (3.22, 2.50, -4.45)  -0.257
O (3.39, 3.77, -5.04)  0.010
C (4.57, 1.97, -3.91)  -0.580
F (5.41, 2.93, -3.50)  0.147
F (4.42, 1.12, -2.87)  0.121
F (5.22, 1.29, -4.86)  0.142
P (0.59, 4.77, -3.26)  1.010
C (1.26, 6.47, -2.98)  -0.292
C (-0.94, 4.93, -2.23)  -0.433
C (-1.93, 3.77, -2.42)  -0.162
H (5.00, 6.76, -2.29)  0.066
H (4.80, 5.30, -3.40)  0.052
H (3.44, 5.93, -0.71)  0.109
H (3.82, 3.24, -1.80)  0.136
H (1.42, 2.13, 0.55)  0.137
H (0.34, 1.91, -1.69)  0.123
H (0.23, 3.40, -0.80)  0.091
H (1.14, 2.37, -4.10)  0.101
H (2.11, 1.44, -2.96)  0.117
H (3.01, 1.81, -5.27)  0.161
H (3.03, 4.46, -4.47)  0.052
H (1.48, 6.67, -1.93)  0.041
H (2.18, 6.60, -3.55)  0.019
H (0.50, 7.17, -3.33)  0.038
H (-0.66, 5.06, -1.18)  0.073
H (-1.37, 5.87, -2.57)  0.071
H (-2.96, 4.13, -2.37)  0.051
H (-1.77, 3.30, -3.40)  0.061
H (-1.80, 3.00, -1.66)  0.045
N (1.05, -1.64, 0.82)  0.052
C (1.34, -2.73, 1.52)  -0.157
C (2.60, -3.30, 1.58)  -0.067
C (3.62, -2.70, 0.87)  -0.098
C (3.34, -1.57, 0.12)  -0.066
C (2.04, -1.08, 0.13)  -0.158
H (0.51, -3.17, 2.07)  0.101
H (2.78, -4.19, 2.18)  0.081
H (4.62, -3.10, 0.89)  0.087
H (4.11, -1.07, -0.46)  0.093
H (1.78, -0.19, -0.43)  0.074
N (4.17, -6.30, 2.36)  0.052
C (3.66, -7.52, 2.54)  -0.152
C (3.79, -8.55, 1.62)  -0.074
C (4.48, -8.30, 0.45)  -0.079
C (5.02, -7.04, 0.25)  -0.063
C (4.83, -6.08, 1.23)  -0.153
H (3.13, -7.67, 3.47)  0.103
H (3.35, -9.51, 1.82)  0.100
H (4.60, -9.08, -0.30)  0.105
H (5.57, -6.80, -0.65)  0.104
H (5.25, -5.09, 1.11)  0.086
N (-4.34, 2.68, -0.24)  0.056
C (-4.55, 1.62, 0.55)  -0.146
C (-5.63, 1.51, 1.42)  -0.091
C (-6.53, 2.56, 1.49)  -0.085
C (-6.32, 3.67, 0.68)  -0.070
C (-5.22, 3.67, -0.16)  -0.157
H (-3.82, 0.82, 0.47)  0.106
H (-5.75, 0.62, 2.03)  0.104
H (-7.38, 2.51, 2.15)  0.111
H (-7.00, 4.51, 0.70)  0.101
H (-5.03, 4.52, -0.81)  0.098
N (-8.68, -1.04, 1.57)  0.057
C (-9.20, -2.26, 1.68)  -0.165
C (-9.12, -3.23, 0.68)  -0.078
C (-8.47, -2.91, -0.49)  -0.080
C (-7.92, -1.64, -0.63)  -0.070
C (-8.05, -0.75, 0.43)  -0.162
H (-9.71, -2.47, 2.61)  0.093
H (-9.57, -4.20, 0.83)  0.098
H (-8.38, -3.63, -1.29)  0.104
H (-7.40, -1.34, -1.53)  0.101
H (-7.65, 0.25, 0.36)  0.077
N (9.07, -2.43, -0.88)  0.050
C (9.13, -2.00, -2.14)  -0.163
C (8.29, -1.02, -2.65)  -0.072
C (7.35, -0.45, -1.81)  -0.071
C (7.28, -0.88, -0.49)  -0.076
C (8.16, -1.87, -0.08)  -0.163
H (9.88, -2.47, -2.77)  0.100
H (8.38, -0.71, -3.69)  0.100
H (6.67, 0.31, -2.18)  0.085
H (6.55, -0.48, 0.20)  0.070
H (8.13, -2.25, 0.93)  0.090
N (-12.45, -3.18, 1.72)  0.055
C (-12.65, -3.47, 3.01)  -0.162
C (-13.56, -2.80, 3.82)  -0.073
C (-14.30, -1.77, 3.26)  -0.080
C (-14.10, -1.46, 1.92)  -0.072
C (-13.17, -2.19, 1.20)  -0.150
H (-12.05, -4.28, 3.41)  0.104
H (-13.68, -3.08, 4.85)  0.101
H (-15.02, -1.22, 3.85)  0.105
H (-14.66, -0.66, 1.45)  0.101
H (-12.99, -1.98, 0.16)  0.105
N (6.09, -0.75, 2.60)  0.065
C (7.23, -0.55, 3.26)  -0.150
C (7.30, -0.36, 4.63)  -0.069
C (6.13, -0.40, 5.37)  -0.077
C (4.93, -0.62, 4.70)  -0.061
C (4.97, -0.78, 3.32)  -0.136
H (8.13, -0.52, 2.65)  0.098
H (8.26, -0.20, 5.11)  0.102
H (6.14, -0.27, 6.44)  0.105
H (3.99, -0.66, 5.23)  0.103
H (4.05, -0.96, 2.77)  0.087

Computed properties:
* calculated total energy: -83069.9395 eV
* total charge: 0
* structure (SMILES): C=C[C@H]1C(=O)NC[C@@]1(C[C@@H](O)C(F)(F)F)P(C)CC.c1ccncc1.c1ccncc1.c1ccncc1.c1ccncc1.c1ccncc1.c1ccncc1.c1ccncc1
* LUMO level: 0.65 eV
* frontier orbital gap: 9.2257 eV



The following is a DFT calculation (ωB97M-V/def2-TZVPD) of 2 unconnected molecules or ions with the total composition C17H25BrN2O3S at a distorted geometry.

Last column: natural (NBO) charge in e.
Element x y z (Å)
C (3.57, -1.02, -3.44)  -0.602
H (4.50, -0.58, -3.36)  0.213
C (2.67, -0.74, -2.43)  -0.188
C (2.41, 0.80, -2.02)  -0.409
C (1.35, 1.13, -0.79)  -0.191
N (1.95, 0.32, 0.54)  -0.476
C (2.16, -1.18, 0.39)  -0.185
C (3.17, -1.25, -1.03)  -0.407
H (3.26, -2.34, -1.14)  0.183
H (4.11, -1.00, -0.79)  0.192
H (2.84, -1.52, 1.11)  0.239
H (1.36, -1.38, 0.01)  0.179
C (2.93, 1.10, 1.11)  -0.154
H (3.12, 2.03, 0.91)  0.209
C (3.01, 0.90, 2.60)  -0.176
N (1.74, 1.07, 3.26)  -0.609
C (1.22, 2.38, 3.30)  0.660
O (2.12, 3.32, 3.24)  -0.648
C (-0.05, 2.64, 3.35)  -0.568
C (-0.83, 2.16, 2.31)  -0.641
H (-0.27, 2.31, 1.37)  0.242
H (-1.60, 2.83, 2.21)  0.264
S (-1.52, 0.54, 2.43)  2.101
O (-0.64, -0.39, 3.28)  -0.912
O (-2.83, 0.95, 2.80)  -0.942
C (-1.76, -0.10, 0.68)  -0.285
C (-1.49, -1.35, 0.57)  -0.173
C (-1.23, -1.87, -0.86)  -0.239
C (-1.88, -1.15, -1.66)  -0.017
C (-2.38, 0.12, -1.53)  -0.238
C (-2.19, 0.75, -0.32)  -0.184
H (-2.68, 1.83, -0.07)  0.261
H (-2.71, 0.76, -2.38)  0.254
Br (-2.04, -1.74, -3.50)  0.003
H (-1.08, -2.87, -0.92)  0.239
H (-0.73, -1.98, 1.26)  0.276
H (-0.47, 2.15, 4.24)  0.265
H (-0.23, 3.44, 3.87)  0.274
H (1.06, 0.44, 3.16)  0.397
H (3.39, -0.30, 3.00)  0.149
H (3.72, 1.23, 3.14)  0.209
H (4.25, 0.52, 0.96)  0.045
H (1.42, 2.08, -0.43)  0.203
H (0.44, 0.59, -0.89)  0.200
H (2.10, 1.41, -2.80)  0.198
H (3.33, 1.20, -1.89)  0.196
H (1.53, -1.19, -2.51)  0.183
H (3.01, -0.54, -4.38)  0.196
H (3.75, -1.91, -3.73)  0.214

Computed properties:
* calculated total energy: -108021.0154 eV
* relative energy (zero: lowest compared OMol25 entry of this formula, charge and spin): 1432.53 kJ/mol
* total charge: 0
* LUMO level: -0.39 eV
* frontier orbital gap: 7.6051 eV



The following is a DFT calculation (ωB97M-V/def2-TZVPD) of a single C3HF3S molecule at a distorted geometry.

Last column: natural (NBO) charge in e.
Element x y z (Å)
C (-0.29, -0.04, -0.70)  -0.529
C (-1.46, 0.15, -1.20)  -0.011
C (1.06, 0.32, -1.31)  0.994
F (0.95, 1.56, -1.85)  -0.328
F (1.49, -0.51, -2.24)  -0.299
F (2.06, 0.50, -0.35)  -0.337
S (-2.98, 0.33, -1.48)  0.223
H (-0.35, -0.28, 0.38)  0.288

Computed properties:
* calculated total energy: -22113.5559 eV
* relative energy (zero: lowest compared OMol25 entry of this formula, charge and spin): 2.21 kJ/mol
* total charge: 0
* structure (SMILES): FC(F)(F)C=C=S
* LUMO level: -0.96 eV
* frontier orbital gap: 8.4938 eV



The following is a DFT calculation (ωB97M-V/def2-TZVPD) of a molecular structure, C27H20ClF3N2NiS5Sb.

Last column: natural (NBO) charge in e.
Element x y z (Å)
Ni (2.58, 0.62, 0.23)  0.722
S (0.36, 1.26, 7.00)  -0.178
C (0.96, 1.17, 5.45)  -0.571
S (1.93, -0.14, 4.87)  0.453
C (2.22, 0.47, 3.26)  -0.425
C (1.67, 1.66, 2.99)  -0.421
S (1.82, 2.45, 1.42)  -0.352
S (0.81, 2.43, 4.29)  0.486
S (3.23, -0.44, 2.13)  -0.257
F (-1.01, -6.25, 2.92)  -0.339
C (-0.78, -5.03, 2.37)  0.392
C (-1.09, -4.84, 1.04)  -0.294
C (-0.86, -3.59, 0.48)  -0.232
C (-0.32, -2.55, 1.23)  -0.318
C (0.01, -2.80, 2.56)  -0.216
C (-0.22, -4.04, 3.15)  -0.288
Sb (0.15, -0.64, 0.41)  1.259
C (-0.90, -0.88, -1.47)  -0.425
C (-0.19, -0.73, -2.66)  -0.191
C (-0.80, -0.84, -3.90)  -0.326
C (-2.16, -1.11, -3.93)  0.462
F (-2.77, -1.21, -5.13)  -0.349
C (-2.90, -1.28, -2.78)  -0.328
C (-2.26, -1.16, -1.55)  -0.197
C (-1.45, 0.45, 1.38)  -0.416
C (-2.28, 1.31, 0.68)  -0.216
C (-3.21, 2.11, 1.33)  -0.319
C (-3.29, 2.03, 2.70)  0.456
F (-4.20, 2.80, 3.35)  -0.348
C (-2.48, 1.20, 3.44)  -0.306
C (-1.55, 0.41, 2.77)  -0.196
H (-1.51, -5.66, 0.46)  0.220
H (-1.10, -3.44, -0.57)  0.217
H (0.50, -2.03, 3.16)  0.222
H (0.04, -4.24, 4.18)  0.227
H (0.88, -0.54, -2.62)  0.226
H (-0.25, -0.72, -4.82)  0.223
H (-3.96, -1.50, -2.86)  0.222
H (-2.84, -1.29, -0.65)  0.221
H (-2.22, 1.37, -0.40)  0.206
H (-3.86, 2.79, 0.79)  0.217
H (-2.55, 1.18, 4.52)  0.236
H (-0.90, -0.22, 3.35)  0.215
N (1.20, 3.74, -4.93)  -0.786
C (1.54, 3.10, -3.76)  0.216
C (2.81, 2.58, -3.56)  -0.315
C (3.09, 1.89, -2.40)  0.078
N (2.19, 1.70, -1.43)  -0.508
C (0.97, 2.22, -1.61)  0.090
C (0.60, 2.91, -2.74)  -0.309
H (1.96, 4.12, -5.47)  0.382
H (0.39, 4.34, -4.90)  0.384
H (3.59, 2.70, -4.31)  0.213
H (4.08, 1.49, -2.23)  0.214
H (0.27, 2.07, -0.80)  0.236
H (-0.41, 3.29, -2.83)  0.219
Cl (2.64, -2.34, -0.96)  -0.145
C (3.55, -0.77, -0.73)  -0.696
H (3.86, -0.53, -1.75)  0.161
H (4.44, -1.07, -0.17)  0.189

Computed properties:
* calculated total energy: -153738.3616 eV
* relative energy (zero: lowest compared OMol25 entry of this formula, charge and spin): 39.08 kJ/mol
* total charge: -1
* LUMO level (alpha / beta): 2.08 / 2.08 eV
* frontier orbital gap (alpha / beta): 5.8373 / 5.8392 eV